{"formula": "C13H17OP", "method": "ωB97M-V/def2-TZVPD", "lumo_ev": 0.4, "smiles": "C1=C[C@H]2\\C=C/C=C\\C=C/1PO2.C=C(C)C", "de_lowest_kj_mol": 459.0, "max_force_ha_per_bohr": 0.0567, "homo_ha": -0.3116, "orbital_gap_ha": 0.3269, "elements": ["H", "C", "H", "H", "P", "C", "C", "C", "C", "C", "H", "H", "O", "H", "C", "H", "H", "H", "H", "C", "C", "H", "C", "C", "H", "C", "H", "H", "H", "C", "H", "H"], "positions_angstrom": [[2.97, -2.02, -0.28], [-0.91, -0.55, 1.29], [-0.26, 2.49, 2.04], [3.09, 1.74, 0.25], [-0.58, 2.15, 0.60], [3.08, 0.66, 0.33], [3.81, -1.50, -0.73], [-3.72, -0.86, -0.41], [-2.42, -1.52, -0.57], [-1.26, -1.40, 0.11], [-2.30, -0.85, 2.97], [5.32, 0.56, -2.02], [-0.15, 0.59, 0.77], [-2.34, -2.21, -1.40], [3.73, 0.00, -0.61], [-2.99, 2.12, -1.49], [-5.18, 0.79, -0.84], [3.66, 0.45, -2.60], [3.88, -1.97, -1.75], [-4.09, 0.44, -0.67], [4.25, 0.75, -1.75], [4.79, -1.86, -0.27], [-2.38, 1.64, 0.57], [-2.74, 0.94, 1.77], [-3.64, 1.23, 2.21], [-3.10, 1.48, -0.55], [2.55, -0.03, 1.03], [-0.27, -1.24, 1.98], [-4.47, -1.63, -0.57], [-2.02, -0.09, 2.22], [4.16, 1.78, -1.45], [-0.48, -2.07, -0.18]]}